Record 1
{"formula": "C20H21BrF5GeN3O5RuTe", "method": "wB97M-V/def2-TZVPD", "symbols": ["Ru", "Br", "C", "C", "C", "C", "O", "C", "C", "N", "C", "C", "C", "C", "C", "C", "C", "C", "N", "C", "C", "H", "H", "H", "H", "H", "H", "H", "H", "H", "H", "C", "Ge", "C", "C", "C", "H", "H", "H", "H", "H", "H", "H", "H", "H", "H", "H", "O", "N", "O", "O", "F", "Te", "F", "F", "F", "F", "O"], "coordinates": [[-0.2090, 0.1423, -0.1246], [-1.0203, 5.4114, 5.2338], [-1.0641, 3.8518, 4.1456], [-1.6069, 2.6888, 4.6693], [-1.5944, 1.5601, 3.8657], [-1.0909, 1.5807, 2.5703], [-1.0785, 0.4101, 1.8580], [-0.6107, 2.7971, 1.9994], [-0.1848, 3.0180, 0.6695], [-0.2051, 2.1676, -0.3447], [0.0610, 2.5519, -1.6256], [0.1309, 3.8706, -2.0996], [0.4124, 4.1301, -3.4305], [0.6170, 3.1110, -4.3381], [0.5477, 1.7703, -3.9215], [0.7248, 0.6631, -4.7772], [0.7380, -0.6065, -4.2516], [0.5319, -0.7874, -2.8850], [0.2833, 0.2331, -2.0776], [0.2921, 1.4927, -2.5514], [-0.5680, 3.9130, 2.8679], [-2.0113, 2.6677, 5.6676], [-2.0129, 0.6370, 4.2377], [0.1763, 4.0250, 0.4783], [-0.0433, 4.6987, -1.4331], [0.4845, 5.1587, -3.7555], [0.8285, 3.3342, -5.3714], [0.8409, 0.8360, -5.8368], [0.8789, -1.4697, -4.8815], [0.6245, -1.7712, -2.4423], [-0.1437, 4.8358, 2.5042], [1.3033, -4.5630, -0.8875], [0.5649, -3.5111, 0.6276], [1.9741, -2.6977, 1.7907], [-0.6803, -4.4843, 1.8561], [-0.8719, -0.7251, 2.5604], [1.8277, -5.4443, -0.5313], [1.9999, -3.9386, -1.4432], [0.4965, -4.8642, -1.5475], [2.1653, -3.3456, 2.6385], [1.6306, -1.7388, 2.1689], [2.9078, -2.5467, 1.2605], [-0.2678, -5.4752, 2.0235], [-1.6727, -4.5832, 1.4350], [-0.7301, -3.9726, 2.8145], [-0.3265, -0.6688, 3.4893], [-1.3553, -1.6144, 2.1955], [3.7540, 0.5816, 0.9534], [2.6025, 0.3384, 0.6884], [2.2920, -0.2980, -0.3324], [1.6788, 0.7204, 1.4369], [-2.2997, -3.6001, -0.6116], [-1.7641, -1.8741, -1.3638], [-2.6580, -1.3871, 0.3314], [-2.3560, 0.3852, -1.4039], [-1.0434, -3.4314, -2.6907], [-3.7188, -2.0722, -1.9429], [-0.1812, -2.1109, -0.1348]], "forces_ev_per_a": [[-1.3, 1.0, -1.0], [0.0, 0.0, 0.0], [0.0, 0.2, 0.4], [0.3, -0.1, -0.6], [-0.2, 0.0, 0.2], [0.2, 0.7, -0.4], [0.1, 0.8, -0.1], [-0.5, -0.9, 1.8], [0.4, -0.9, -2.8], [0.0, 0.2, 3.7], [0.6, 1.4, -2.3], [-0.2, -1.3, 1.0], [0.3, -0.2, -0.9], [-0.2, 0.4, 0.4], [-0.2, -0.1, 0.6], [0.0, -0.5, 0.2], [-0.1, 0.6, -0.8], [0.5, 0.5, 0.6], [0.7, -0.9, 0.1], [0.0, 0.8, -0.5], [-0.1, -0.4, -0.5], [-0.1, -0.1, 0.1], [0.0, -0.1, 0.0], [-0.1, 0.0, -0.1], [-0.1, 0.1, 0.1], [0.0, 0.0, -0.1], [0.0, 0.0, -0.2], [0.1, 0.0, -0.1], [0.0, -0.1, 0.0], [-0.1, 0.1, 0.0], [0.0, 0.1, -0.1], [-0.3, 0.2, 0.6], [0.7, -0.8, 0.7], [-0.4, -0.5, -0.4], [0.5, 0.3, -0.6], [-0.1, -1.3, 0.9], [0.1, -0.1, 0.1], [0.0, 0.1, 0.0], [-0.2, 0.1, -0.1], [0.0, -0.2, 0.2], [-0.1, 0.1, 0.0], [0.1, 0.1, -0.2], [0.1, -0.2, 0.1], [-0.1, 0.1, -0.2], [0.0, 0.1, 0.1], [0.1, 0.2, -0.1], [-0.1, 0.2, -0.3], [1.3, 0.3, 0.4], [0.4, -0.2, -0.3], [-0.4, -0.3, -0.4], [-1.2, 0.3, 0.4], [0.6, 0.4, 0.1], [-5.2, -3.4, -0.3], [0.5, 0.0, -0.1], [1.6, 0.4, 0.8], [0.3, 0.9, 0.0], [1.3, 0.3, -0.2], [0.1, 1.6, -0.2]], "spin_multiplicity": 2, "total_charge": -1, "e_tot_ev": -185807.4568, "e_lumo_ev": [0.5, 0.5]}

Record 2
{"formula": "C20H21ClLuO2P", "method": "wB97M-V/def2-TZVPD", "symbols": ["Lu", "Cl", "C", "O", "P", "C", "C", "C", "C", "C", "C", "C", "C", "H", "H", "H", "H", "H", "C", "C", "C", "C", "C", "H", "H", "H", "H", "H", "C", "C", "C", "C", "C", "H", "H", "H", "H", "H", "H", "H", "C", "O", "H", "H", "H", "H"], "coordinates": [[0.0604, -0.1192, 2.4123], [-1.1201, -2.3226, 2.3550], [1.8505, -0.8132, 2.5453], [2.8813, -1.3284, 2.6105], [0.0052, -0.0682, 0.0843], [0.5603, 1.5032, -0.6652], [1.0649, -1.3278, -0.7072], [-1.6303, -0.3722, -0.6663], [0.4541, -2.5298, -1.0992], [1.2117, -3.5257, -1.7085], [2.5797, -3.3383, -1.9232], [3.1886, -2.1472, -1.5304], [2.4339, -1.1398, -0.9265], [-0.6108, -2.6702, -0.9207], [0.7344, -4.4536, -2.0104], [3.1692, -4.1212, -2.3923], [4.2525, -1.9981, -1.6927], [2.9102, -0.2121, -0.6249], [1.3776, 2.3561, 0.0906], [1.8530, 3.5439, -0.4584], [1.5041, 3.9016, -1.7628], [0.6832, 3.0632, -2.5156], [0.2164, 1.8649, -1.9729], [1.6305, 2.0867, 1.1118], [2.4879, 4.1959, 0.1348], [1.8667, 4.8337, -2.1870], [0.4031, 3.3391, -3.5283], [-0.4196, 1.2136, -2.5638], [-1.7504, -0.5899, -2.0454], [-3.0074, -0.7762, -2.6190], [-4.1515, -0.7478, -1.8211], [-4.0350, -0.5369, -0.4464], [-2.7808, -0.3559, 0.1306], [-0.8614, -0.6214, -2.6677], [-3.0907, -0.9496, -3.6883], [-5.1300, -0.8999, -2.2680], [-4.9217, -0.5302, 0.1812], [-2.6781, -0.2180, 1.2015], [0.6086, 1.3764, 2.4327], [-1.3845, 0.6668, 2.3047], [-0.6911, 1.0034, 4.9933], [0.0059, -0.1453, 4.5994], [-1.7422, 0.9318, 4.6492], [-0.2209, 1.9178, 4.5725], [-0.7078, 1.0704, 6.1024], [0.9407, -0.0083, 4.9019]], "forces_ev_per_a": [[-7.9, -6.2, 5.3], [0.5, 0.5, -0.2], [14.0, -5.9, 0.7], [-4.1, 2.1, -0.2], [0.1, 0.4, -7.2], [0.2, 0.6, 0.2], [-0.2, 0.3, 0.1], [-0.1, 0.2, 1.3], [0.0, -0.7, -0.1], [0.0, 0.0, -0.2], [-0.6, -0.3, 0.0], [-0.1, 0.8, 0.4], [0.4, -0.2, 0.0], [0.2, -0.2, 0.2], [0.1, 0.1, 0.0], [-0.1, 0.1, 0.1], [-0.2, 0.0, 0.0], [0.0, 0.0, -0.1], [0.0, 0.0, -0.3], [0.0, -0.1, -0.2], [-0.1, -0.2, 0.2], [0.0, -0.3, 0.2], [0.0, 0.2, -0.2], [0.0, 0.2, -0.2], [-0.1, -0.1, -0.1], [-0.1, -0.1, 0.1], [0.0, -0.1, 0.2], [0.2, 0.4, 0.0], [-0.5, -0.6, -1.2], [0.0, 0.0, 0.0], [0.4, -0.1, -1.0], [0.5, 0.2, 1.2], [-0.2, 0.1, -0.3], [-0.2, -0.1, 0.0], [0.0, 0.0, 0.2], [0.1, 0.0, 0.1], [0.1, 0.0, -0.1], [-0.3, -0.1, -0.2], [1.4, 5.3, 0.2], [-3.9, 3.2, -0.6], [-1.4, 2.3, 1.3], [2.6, -0.8, 0.6], [0.6, -0.1, 0.1], [-0.4, -0.5, 0.3], [-0.1, 0.0, -0.7], [-1.0, -0.5, 0.2]], "total_charge": 2, "e_tot_ev": -80581.7682, "e_lumo_ev": [-11.2, -10.1]}

Record 3
{"formula": "C20H21ClN4", "method": "wB97M-V/def2-TZVPD", "symbols": ["Cl", "C", "C", "C", "C", "C", "N", "N", "C", "N", "C", "C", "N", "C", "C", "C", "C", "C", "C", "C", "C", "C", "C", "C", "C", "H", "H", "H", "H", "H", "H", "H", "H", "H", "H", "H", "H", "H", "H", "H", "H", "H", "H", "H", "H", "H"], "coordinates": [[6.2193, 0.0737, 3.8597], [4.6790, 0.2849, 3.1002], [3.5403, 0.3880, 3.8829], [2.3096, 0.5454, 3.2737], [2.2055, 0.5970, 1.8854], [0.9113, 0.7851, 1.2167], [0.8916, 1.6800, 0.2607], [-0.2003, 1.9702, -0.3990], [-1.3563, 1.4029, -0.1045], [-2.4522, 1.8586, -0.7772], [-2.2894, 2.2210, -2.1653], [-2.2649, 0.9416, -3.0289], [-1.3392, -0.0011, -2.4525], [-1.6509, -1.4079, -2.5836], [-0.4244, -2.0837, -1.9697], [0.7278, -1.1041, -2.2602], [0.0452, 0.1309, -2.8603], [-1.4604, 0.3889, 0.9118], [-2.6352, -0.3183, 1.2156], [-2.6130, -1.3517, 2.1161], [-1.4138, -1.7318, 2.7274], [-0.2533, -1.0573, 2.4547], [-0.2570, 0.0331, 1.5664], [3.3667, 0.5209, 1.1192], [4.6004, 0.3597, 1.7185], [3.6189, 0.3508, 4.9584], [1.4260, 0.6575, 3.8851], [-3.3011, 1.3402, -0.5990], [-3.1123, 2.8707, -2.4699], [-1.3446, 2.7562, -2.2481], [-3.2630, 0.4915, -3.0216], [-2.0156, 1.2026, -4.0699], [-2.5726, -1.6461, -2.0474], [-1.7720, -1.7104, -3.6393], [-0.2501, -3.0699, -2.3959], [-0.5645, -2.1939, -0.8944], [1.2501, -0.8435, -1.3410], [1.4536, -1.5260, -2.9535], [0.4580, 1.0634, -2.4744], [0.1377, 0.1306, -3.9610], [-3.5686, -0.0601, 0.7361], [-3.5209, -1.8912, 2.3435], [-1.4076, -2.5680, 3.4112], [0.6773, -1.3668, 2.9054], [3.2878, 0.5928, 0.0456], [5.4971, 0.2936, 1.1224]], "forces_ev_per_a": [[0.2, 0.0, 0.1], [-0.2, 0.0, -0.1], [0.1, 0.0, 0.0], [0.0, 0.0, -0.2], [0.3, 0.0, 0.1], [-0.3, 0.1, -0.3], [1.2, -0.5, 0.8], [-1.4, 0.3, -0.6], [0.6, 0.1, 0.5], [-0.6, 0.0, 0.2], [0.0, -0.1, -0.4], [0.0, 0.2, 0.2], [0.0, -0.2, -0.2], [-0.1, -0.2, 0.0], [-0.1, 0.0, -0.1], [0.0, 0.1, 0.0], [0.2, 0.2, 0.0], [0.5, -0.1, 0.1], [-0.1, 0.0, 0.0], [-0.2, 0.1, -0.1], [0.2, 0.0, 0.0], [-0.1, -0.1, 0.1], [-0.3, 0.3, -0.4], [-0.1, 0.0, 0.1], [0.1, 0.0, 0.1], [0.0, 0.0, 0.1], [-0.1, 0.0, 0.0], [0.2, 0.0, 0.0], [0.1, 0.0, 0.0], [-0.2, 0.1, -0.1], [0.0, 0.0, 0.0], [-0.1, -0.1, 0.0], [0.0, 0.0, -0.1], [0.0, 0.0, 0.0], [0.0, -0.1, 0.0], [0.0, 0.0, 0.0], [0.1, 0.0, 0.0], [0.1, 0.0, 0.0], [0.0, 0.0, -0.1], [0.0, 0.0, 0.0], [-0.1, 0.0, 0.0], [-0.1, 0.0, 0.0], [0.0, -0.1, 0.0], [0.0, 0.0, 0.0], [0.0, 0.0, -0.1], [0.1, 0.0, 0.0]], "total_charge": 0, "e_tot_ev": -39563.4990, "e_lumo_ev": 0.2}

Record 4
{"formula": "C20H21ClN4O4", "method": "wB97M-V/def2-TZVPD", "symbols": ["C", "C", "C", "O", "C", "O", "C", "C", "O", "C", "C", "C", "C", "N", "C", "C", "N", "C", "C", "C", "C", "Cl", "C", "C", "N", "O", "N", "C", "C", "H", "H", "H", "H", "H", "H", "H", "H", "H", "H", "H", "H", "H", "H", "H", "H", "H", "H", "H", "H", "H"], "coordinates": [[-3.3682, -1.8264, 5.5394], [-2.7190, -1.5341, 4.1104], [-3.3960, -0.3767, 3.4154], [-1.2756, -1.5110, 4.2142], [-0.6351, -0.4260, 4.5909], [-1.1892, 0.6013, 4.9233], [0.8834, -0.3855, 4.3820], [1.6221, -1.6334, 4.6956], [1.2823, 0.4356, 3.2623], [1.1605, 0.0744, 1.9319], [1.8323, 0.9342, 0.9609], [1.6846, 0.7758, -0.5081], [0.9469, -0.3751, -0.8867], [0.8650, -0.8116, -2.1709], [1.9005, -1.8529, -2.2696], [0.6230, 0.2441, -3.0877], [1.1288, 0.2645, -4.3007], [0.8397, 1.1927, -5.2269], [1.4282, 1.0758, -6.5394], [1.0522, 2.0563, -7.5084], [0.3866, 3.1871, -7.0681], [-0.1632, 4.3393, -8.3470], [-0.0622, 3.2841, -5.7300], [0.2209, 2.3531, -4.8230], [-0.3617, 2.3576, -3.5565], [-0.8756, 3.4044, -3.0917], [-0.0758, 1.3333, -2.7331], [0.1809, -1.1977, -0.0306], [0.3563, -1.0140, 1.3977], [-4.4461, -2.0468, 5.4554], [-2.9388, -2.7014, 6.0135], [-3.1828, -1.0028, 6.2310], [-2.8670, -2.4177, 3.5368], [-2.8010, -0.0859, 2.4730], [-4.4404, -0.6977, 3.0401], [-3.5602, 0.5533, 4.0601], [1.1523, 0.3070, 5.1426], [2.7109, -1.6327, 4.6825], [1.2700, -1.9269, 5.6733], [1.3322, -2.4229, 4.0096], [2.4260, 1.7185, 1.2906], [2.3211, 1.4003, -1.1502], [2.8789, -1.5528, -1.9791], [1.6810, -2.6367, -1.6120], [1.9392, -2.2097, -3.3585], [2.0684, 0.1423, -6.8422], [1.3567, 1.9901, -8.5000], [-0.7146, 4.1513, -5.3961], [-0.3525, -2.0824, -0.3864], [-0.1058, -1.8156, 2.0704]], "forces_ev_per_a": [[0.5, 0.2, -0.9], [-1.3, -0.2, 2.4], [-0.7, 1.5, -1.4], [0.2, -0.7, -0.2], [-0.6, 2.1, -1.1], [0.2, -0.7, 0.4], [0.4, 1.1, 0.2], [-0.1, -1.4, -1.0], [-0.1, -0.9, -1.1], [-0.5, -0.3, -2.5], [-2.4, -2.4, -1.9], [0.1, -1.9, 4.4], [-1.7, 1.3, 2.9], [0.2, 1.4, -2.9], [-0.4, 0.1, -4.4], [1.3, 0.7, -3.2], [0.9, -3.2, -0.1], [2.6, -1.3, 0.2], [-0.7, -0.2, -1.3], [1.1, -1.4, 3.2], [-1.8, 0.6, 0.7], [0.5, -0.7, 1.3], [-1.5, 4.7, -3.0], [-1.1, -1.6, 0.2], [2.2, -0.6, 2.4], [0.1, -1.7, -0.8], [-2.5, 1.7, 1.7], [2.2, 1.4, 3.4], [0.0, -0.3, 0.0], [0.4, 0.4, -0.2], [0.3, -0.3, -0.2], [-0.2, 0.2, -0.2], [-0.1, -0.7, -0.6], [-0.9, -0.3, 1.4], [1.7, 0.3, 0.6], [0.5, -1.4, -0.9], [0.2, 0.6, 0.8], [-0.1, 0.7, 0.1], [0.1, -0.3, 0.4], [-0.1, -0.3, -0.1], [0.9, 1.3, 0.8], [-0.7, -0.4, 0.1], [0.9, 0.9, 0.1], [-0.9, -1.2, 0.7], [0.0, 0.3, 1.6], [-1.5, 2.0, 0.9], [0.5, -0.2, -1.6], [1.0, -1.1, -0.6], [0.1, 0.6, -0.1], [0.6, 1.6, -0.8]], "total_charge": 0, "e_tot_ev": -47747.9101, "e_lumo_ev": -1.1}

Record 5
{"formula": "C20H21ClN5O4Pt", "method": "wB97M-V/def2-TZVPD", "symbols": ["Pt", "O", "C", "O", "C", "C", "Cl", "N", "N", "C", "C", "O", "O", "C", "C", "C", "C", "C", "C", "H", "H", "H", "H", "H", "H", "C", "N", "C", "C", "N", "C", "H", "H", "H", "H", "H", "H", "C", "C", "C", "C", "C", "N", "H", "H", "H", "H", "H", "H", "H", "H", "H"], "coordinates": [[-0.6770, 0.9167, 0.1160], [3.1756, 5.7684, 0.0554], [3.9501, 4.7563, 0.0814], [5.1639, 4.7826, 0.0774], [3.3483, 3.3720, 0.0879], [4.1882, 2.2610, 0.0236], [5.8759, 2.3967, 0.0099], [3.3912, 1.1492, -0.0433], [2.0995, 1.5122, 0.0032], [2.0446, 2.8291, 0.0774], [0.7215, 3.5703, 0.1244], [0.7454, 4.7790, 0.0933], [-0.2977, 2.8150, 0.1949], [3.7757, -0.1900, -0.1616], [2.7794, -1.1557, -0.3900], [3.1369, -2.4757, -0.5439], [4.4670, -2.8773, -0.4539], [5.4600, -1.9215, -0.2261], [5.1126, -0.5987, -0.0700], [2.1827, 5.6018, 0.0555], [1.7490, -0.8368, -0.4705], [2.3869, -3.2196, -0.7623], [4.7391, -3.9184, -0.5488], [6.4926, -2.2351, -0.1522], [5.8895, 0.1281, 0.1496], [-5.8345, 3.6542, 0.0953], [-4.9259, 2.5476, 0.0428], [-5.2492, 1.2477, -0.0429], [-4.0557, 0.5363, -0.0636], [-3.0298, 1.4187, 0.0098], [-3.5718, 2.6244, 0.0735], [-6.8610, 3.2937, 0.0803], [-5.6851, 4.3214, -0.7570], [-5.6792, 4.2383, 1.0051], [-6.2597, 0.8891, -0.0839], [-3.9114, -0.5244, -0.1299], [-3.0210, 3.5447, 0.1383], [-3.0725, -3.6861, 0.3633], [-1.5644, -3.4696, 0.1380], [-0.7618, -4.0564, 1.3251], [-1.1243, -4.0795, -1.2087], [-1.2528, -2.0896, 0.1093], [-0.9109, -0.9798, 0.0972], [-3.2586, -4.7554, 0.4366], [-3.6555, -3.3055, -0.4725], [-3.4119, -3.2208, 1.2860], [-0.8725, -5.1399, 1.3126], [-1.1436, -3.6853, 2.2750], [0.2923, -3.8073, 1.2527], [-1.2113, -5.1606, -1.1439], [-0.0975, -3.8203, -1.4488], [-1.7689, -3.7428, -2.0177]], "forces_ev_per_a": [[-0.9, 1.1, -0.2], [1.6, 0.6, 0.0], [-5.3, -1.2, 0.0], [3.0, 1.1, 0.0], [1.9, -0.7, -0.1], [-0.1, 1.5, 0.1], [-0.2, 0.0, -0.1], [1.3, -0.6, 0.1], [-1.2, 0.6, 0.0], [-0.2, -0.6, -0.1], [1.3, -0.7, 0.0], [0.0, 0.4, 0.0], [-1.4, 1.0, 0.1], [-0.4, 0.7, 0.1], [-0.7, -1.1, -0.3], [-1.2, 0.7, -0.1], [0.2, -0.4, 0.0], [0.4, 1.1, 0.3], [1.6, -0.3, 0.2], [-0.3, -0.8, 0.0], [0.1, -0.1, 0.0], [-0.1, 0.0, 0.0], [0.0, -0.1, 0.0], [0.0, 0.1, 0.0], [-0.2, -0.5, -0.1], [-0.6, 1.2, 0.0], [1.7, 0.0, 0.0], [0.9, -1.7, -0.1], [-1.3, 0.0, 0.0], [1.1, 0.2, 0.1], [-0.2, 0.4, 0.0], [0.1, -0.1, 0.0], [0.0, -0.2, 0.0], [0.0, -0.2, 0.0], [-0.1, 0.0, 0.0], [0.0, -0.1, 0.0], [0.0, 0.1, 0.0], [-0.1, 0.1, 0.0], [-0.4, -1.4, 0.2], [-0.1, 0.0, 0.0], [-0.1, 0.1, 0.0], [0.6, 2.1, -0.1], [-0.9, -2.4, 0.0], [0.1, -0.1, 0.0], [0.0, 0.0, 0.0], [0.0, 0.0, 0.1], [0.0, 0.0, 0.0], [0.0, 0.0, 0.0], [0.2, 0.0, 0.0], [0.0, -0.1, 0.1], [0.2, 0.0, 0.0], [0.0, 0.1, 0.0]], "spin_multiplicity": 5, "total_charge": 3, "e_tot_ev": -52457.1399, "e_lumo_ev": [-9.9, -13.6]}